187
Properties=species:S:1:pos:R:3 method="wB97M-V/def2-TZVPD" relative_energy_kcal_mol=114.39 smiles="O=S1(=O)OCCO1.CCN(CC)CC.CCN(CC)CC.CCN(CC)CC.CCN(CC)CC.CCN(CC)CC.CCN(CC)CC.CCN(CC)CC.CCN(CC)CC"
O 1.2326 -1.1795 -0.8371
S 0.3945 -0.3531 0.0382
O 0.3655 -0.6344 1.4857
O 0.8480 1.2091 -0.2431
C -0.3416 2.1270 -0.1484
C -1.5935 1.1859 -0.1127
O -1.0953 0.0216 -0.6611
H -0.1777 2.8267 0.6712
H -0.2350 2.8191 -0.9837
H -2.3056 1.4175 -0.9048
H -2.0242 1.0259 0.8757
C 3.0931 1.4634 2.6797
C 1.7949 2.1067 3.0642
N 1.4932 1.9213 4.4449
C 0.4020 2.7633 4.9001
C 0.9705 4.1544 5.2391
C 1.1121 0.5333 4.6775
C 0.9143 0.1790 6.1236
H 3.8565 1.6666 3.4307
H 3.5079 2.0541 1.8629
H 2.9884 0.4017 2.4563
H 1.8895 3.1795 2.8964
H 1.0161 1.8923 2.3325
H -0.3951 2.7870 4.1570
H -0.1260 2.4345 5.7952
H 1.7662 3.9755 5.9621
H 1.2778 4.7179 4.3581
H 0.2290 4.5902 5.9087
H 1.9772 0.0456 4.2282
H 0.2191 0.2377 4.1267
H 1.2088 -0.8072 6.4823
H -0.0487 0.3748 6.5952
H 1.5450 0.8504 6.7063
C 3.3387 3.0190 -2.7426
C 3.5472 2.9178 -4.2407
N 2.5981 3.6868 -5.0419
C 2.9091 5.1175 -4.8584
C 1.9396 6.1338 -5.4747
C 2.4178 3.1384 -6.4372
C 1.7581 1.8285 -6.4102
H 2.2679 3.0647 -2.5438
H 3.8211 3.9007 -2.3205
H 3.4945 2.1264 -2.1367
H 4.5465 3.3310 -4.3773
H 3.8153 1.8821 -4.4494
H 2.9911 5.2570 -3.7805
H 3.9310 5.3219 -5.1777
H 2.1893 7.1050 -5.0473
H 1.9881 6.1697 -6.5630
H 0.8803 5.9697 -5.2772
H 3.3386 3.1579 -7.0202
H 1.7108 3.7937 -6.9461
H 0.7392 1.9778 -6.0530
H 2.1955 1.2455 -5.5996
H 1.7740 1.4130 -7.4177
C -4.6624 -3.2749 -6.3565
C -4.4625 -2.6498 -4.9238
N -4.0212 -1.2669 -4.8281
C -5.0244 -0.2314 -5.0804
C -4.8746 0.4532 -6.4416
C -2.6351 -0.9746 -5.0214
C -2.1816 0.1977 -4.1353
H -4.8513 -4.2985 -6.0329
H -3.7689 -3.2211 -6.9785
H -5.4745 -2.8145 -6.9192
H -5.2308 -2.8138 -4.1681
H -3.6744 -3.2972 -4.5395
H -5.9386 -0.7639 -4.8180
H -4.9072 0.4817 -4.2645
H -4.7227 -0.3508 -7.1618
H -5.8525 0.9316 -6.4971
H -3.9990 1.1008 -6.3964
H -2.5140 -1.0094 -6.1041
H -2.1043 -1.8881 -4.7533
H -2.4988 1.1529 -4.5536
H -1.0953 0.1702 -4.0495
H -2.6745 -0.0165 -3.1870
C 2.0628 -6.3852 6.4306
C 1.7371 -6.4476 4.9290
N 2.2239 -5.3694 4.1103
C 3.7299 -5.2462 3.9295
C 4.3599 -6.5226 3.3081
C 1.6775 -4.0587 4.5356
C 1.8131 -2.9159 3.5155
H 1.2236 -5.9523 6.9751
H 2.9173 -5.7586 6.6861
H 2.2842 -7.3596 6.8661
H 2.0845 -7.4398 4.6409
H 0.6559 -6.4823 4.7955
H 4.2323 -4.8867 4.8275
H 3.8127 -4.3064 3.3835
H 4.9403 -7.0341 4.0760
H 4.9559 -6.1714 2.4658
H 3.6710 -7.2567 2.8902
H 0.6332 -4.2862 4.7495
H 2.0728 -3.7169 5.4922
H 2.8415 -2.5764 3.3915
H 1.3629 -3.2174 2.5697
H 1.3343 -1.9658 3.7523
C -1.5146 8.0485 0.0088
C -1.2198 6.6495 -0.5781
N -0.3239 5.7805 0.1441
C -1.0541 5.4860 1.3694
C -2.3860 4.6968 1.1664
C 0.9619 6.4950 0.2862
C 2.1775 5.5939 0.2727
H -2.3056 8.5409 -0.5568
H -0.6367 8.6944 0.0247
H -1.9345 7.9882 1.0128
H -2.1233 6.0940 -0.8294
H -0.6805 6.8032 -1.5128
H -0.5014 4.7996 2.0108
H -1.0100 6.3443 2.0398
H -2.3604 4.0082 0.3219
H -2.7336 4.1829 2.0626
H -3.2431 5.3384 0.9617
H 0.8533 6.9992 1.2464
H 1.2358 7.2917 -0.4055
H 2.1847 4.7434 -0.4090
H 2.2524 5.2504 1.3044
H 3.0298 6.2342 0.0454
C 5.3268 -4.5683 -0.6123
C 6.0479 -3.5037 -1.5023
N 5.2801 -3.0338 -2.6926
C 4.0402 -2.3455 -2.2050
C 2.9442 -2.0912 -3.3426
C 6.0562 -2.1092 -3.5458
C 7.1961 -2.9250 -4.3297
H 5.9499 -5.0306 0.1533
H 4.9382 -5.3836 -1.2226
H 4.5257 -4.1755 0.0139
H 6.4357 -2.6736 -0.9118
H 6.8831 -3.9933 -2.0033
H 3.4624 -2.7813 -1.3900
H 4.3322 -1.3499 -1.8709
H 3.4022 -1.3439 -3.9907
H 2.6451 -2.9603 -3.9285
H 2.1108 -1.5436 -2.9025
H 6.3411 -1.1642 -3.0832
H 5.3039 -1.8321 -4.2842
H 7.4351 -2.4881 -5.2993
H 6.8576 -3.9293 -4.5843
H 8.0905 -3.0613 -3.7217
C -3.6193 2.1100 6.5694
C -4.9588 2.8887 6.0508
N -5.6323 1.9816 5.0718
C -7.0181 2.5574 4.8865
C -7.9542 1.6101 3.9365
C -4.7710 2.1446 3.8795
C -4.6121 0.7194 3.2565
H -3.9012 1.0576 6.6027
H -3.2787 2.3868 7.5671
H -2.7029 2.2042 5.9868
H -5.6892 2.9375 6.8584
H -4.8774 3.9070 5.6706
H -7.4667 2.5240 5.8794
H -6.9255 3.6030 4.5931
H -7.7313 1.5212 2.8732
H -7.8328 0.5444 4.1307
H -9.0012 1.8843 4.0658
H -3.7791 2.5732 4.0234
H -5.2157 2.8847 3.2143
H -4.1071 0.7225 2.2905
H -5.6693 0.5877 3.0263
H -4.1845 0.0015 3.9564
C -2.3513 -7.4225 -1.5358
C -2.5775 -6.1134 -0.8054
N -1.5443 -5.0897 -1.1573
C -1.4829 -4.6650 -2.6044
C -0.1901 -3.9152 -2.8938
C -1.8421 -3.8502 -0.3732
C -1.6315 -3.8219 1.2431
H -2.3808 -7.2802 -2.6160
H -3.0436 -8.1762 -1.1607
H -1.4211 -7.9384 -1.2975
H -3.5386 -5.7319 -1.1502
H -2.7002 -6.3326 0.2552
H -2.2734 -4.0846 -3.0802
H -1.5622 -5.5934 -3.1700
H 0.6427 -4.3156 -2.3158
H -0.1794 -2.8610 -2.6168
H 0.0181 -3.8299 -3.9603
H -1.2003 -3.0646 -0.7720
H -2.7227 -3.2370 -0.5650
H -2.3746 -4.4879 1.6816
H -0.6980 -4.3486 1.4411
H -1.6987 -2.7727 1.5309


9
Properties=species:S:1:pos:R:3 method="wB97M-V/def2-TZVPD" relative_energy_kcal_mol=48.39
C -0.1574 -0.6790 0.0830
C 1.1116 0.1153 0.4937
C -0.3837 1.2526 -0.4882
H 0.1856 -2.5094 0.7764
H 1.9774 -0.3843 1.0231
H -0.7351 2.3187 -0.5791
N -0.5445 -1.9185 0.2041
N 0.8522 1.3160 0.2220
N -1.0007 0.0942 -0.6762


82
Properties=species:S:1:pos:R:3 method="wB97M-V/def2-TZVPD" relative_energy_kcal_mol=32.98
C 12.5234 -6.8500 -14.1221
S 13.9695 -5.9747 -13.4533
O 14.6052 -5.1806 -14.6056
C 13.0549 -4.8414 -12.3430
H 12.7318 -7.1811 -15.1395
H 11.6517 -6.1960 -14.1440
H 12.3556 -7.7085 -13.4718
H 12.5618 -5.4462 -11.5819
H 12.3518 -4.2129 -12.8896
H 13.8011 -4.2419 -11.8217
C 7.7587 1.0145 -15.7173
S 6.3544 1.5300 -16.7385
O 5.1841 1.4708 -15.7670
C 6.9613 3.3504 -16.8847
H 7.6119 1.4284 -14.7197
H 8.7780 1.0865 -16.0969
H 7.6440 -0.0499 -15.5124
H 7.1180 3.8550 -15.9314
H 6.0560 3.7834 -17.3102
H 7.9000 3.4363 -17.4322
C 1.0068 6.3980 -14.8478
C 1.0029 7.3405 -13.7675
N 1.0200 8.0396 -12.8522
H 1.2077 6.9766 -15.7494
H 0.1168 5.7708 -14.8991
H 1.8476 5.7201 -14.7008
C 12.6114 10.4144 -13.6086
C 11.8603 9.7753 -14.6673
N 11.2874 9.2682 -15.5018
H 12.5746 11.4820 -13.8251
H 13.6792 10.1966 -13.5868
H 12.1008 10.2006 -12.6697
N 17.1592 4.4785 -17.9936
C 15.9793 3.7816 -17.9644
C 15.0374 4.6056 -18.6088
C 15.6224 5.7936 -18.9544
C 17.0032 5.7190 -18.5875
H 17.9672 4.1055 -17.5159
H 15.9481 2.7912 -17.5348
H 13.9699 4.4524 -18.6670
H 15.0540 6.6456 -19.2971
H 17.8202 6.4228 -18.6472
N 6.4444 -3.5305 -9.6328
C 6.4140 -4.8331 -10.1218
C 6.9808 -5.5970 -9.1938
C 7.3339 -4.8066 -8.1256
C 7.0452 -3.4989 -8.4207
H 6.1346 -2.7482 -10.1915
H 6.0606 -5.0757 -11.1131
H 7.2121 -6.6420 -9.3379
H 7.8462 -5.1869 -7.2542
H 7.2906 -2.5383 -7.9924
N 12.1588 3.3938 -8.6921
C 13.5317 3.5253 -9.0124
C 13.6434 3.5525 -10.4018
C 12.3723 3.4817 -10.8821
C 11.4305 3.4558 -9.8382
H 11.7297 3.4363 -7.7787
H 14.2500 3.4450 -8.2099
H 14.5273 3.5332 -11.0221
H 12.1289 3.3506 -11.9261
H 10.3607 3.3326 -9.9201
N 7.7487 -4.4810 -21.6729
C 8.5914 -4.0813 -22.6790
C 9.6902 -3.5064 -22.1681
C 9.6347 -3.6149 -20.8597
C 8.4974 -4.3206 -20.5436
H 6.8364 -4.9027 -21.7725
H 8.2236 -4.2390 -23.6822
H 10.4578 -3.0976 -22.8084
H 10.3968 -3.3448 -20.1438
H 8.1697 -4.7556 -19.6110
N 0.0030 -3.8381 -13.5665
C -0.9668 -4.4037 -12.6616
C -1.4369 -5.4644 -13.3312
C -0.7473 -5.5989 -14.5528
C -0.0122 -4.3767 -14.7919
H 0.5980 -3.0519 -13.3475
H -1.0944 -3.9244 -11.7022
H -2.1946 -6.1542 -12.9898
H -0.8472 -6.4124 -15.2562
H 0.6400 -3.9423 -15.5351


55
Properties=species:S:1:pos:R:3 method="wB97M-V/def2-TZVPD" relative_energy_kcal_mol=7.75
K -0.1810 0.9434 0.0819
C 1.2263 -1.9766 0.4310
C 1.2451 -1.6964 -1.0596
O 1.6327 -0.3391 -1.3028
C 1.5689 0.0751 -2.6626
C 0.2057 0.5675 -3.1432
O -0.3688 1.6422 -2.4125
C 0.0034 2.9692 -2.7049
C 1.2371 3.4365 -1.9581
O 1.0273 3.2703 -0.5621
C 2.2444 3.3026 0.1623
C 1.9861 3.1446 1.6396
O 1.6171 1.8017 1.9084
C 1.2683 1.5424 3.2626
C -0.2354 1.6047 3.4891
O -0.9953 0.8392 2.5783
C -1.1809 -0.5515 2.8450
C -0.0523 -1.4758 2.4095
O 0.0566 -1.4196 1.0021
H 2.1214 -1.5465 0.9010
H 1.2424 -3.0633 0.5746
H 0.2553 -1.9010 -1.4762
H 1.9696 -2.3695 -1.5304
H 1.8649 -0.7481 -3.3246
H 2.3216 0.8581 -2.7619
H -0.5288 -0.2349 -3.0700
H 0.3087 0.8358 -4.2023
H -0.8464 3.5827 -2.3996
H 0.1560 3.1149 -3.7810
H 1.4215 4.4942 -2.1862
H 2.1211 2.8702 -2.2672
H 2.7630 4.2543 -0.0068
H 2.8976 2.4883 -0.1770
H 1.2039 3.8430 1.9598
H 2.9110 3.3892 2.1757
H 1.7557 2.2612 3.9315
H 1.6633 0.5563 3.5025
H -0.5774 2.6341 3.3569
H -0.4524 1.3144 4.5251
H -2.0660 -0.8345 2.2744
H -1.3807 -0.7030 3.9120
H -0.3211 -2.4897 2.7317
H 0.9071 -1.2211 2.8748
C -4.4254 -3.2913 0.9446
S -2.6283 -3.4300 1.1007
C -2.1725 -3.3123 -0.5813
C -2.3459 -2.2222 -1.3752
S -2.9079 -0.6449 -1.0118
S -1.9125 -2.5406 -3.0580
C -1.2214 -4.1184 -2.8899
S -0.5495 -4.9622 -4.1358
S -1.5231 -4.7625 -1.3261
H -4.8377 -3.3164 1.9527
H -4.8241 -4.1231 0.3679
H -4.6684 -2.3415 0.4713


11
Properties=species:S:1:pos:R:3 method="wB97M-V/def2-TZVPD" relative_energy_kcal_mol=67.86
C 0.4154 -1.2375 -1.2125
C 0.7091 0.6289 -0.4967
C -0.6364 1.0182 1.2223
H 0.3923 -2.1299 -1.9240
H -1.4746 0.7909 1.9851
H -0.3234 -1.9988 0.6849
N 1.0167 -0.1002 -1.4926
N 0.7886 1.8720 0.0397
N -0.0207 2.1318 1.0162
N -0.3393 0.1658 0.2761
N -0.5277 -1.1411 -0.0985


10
Properties=species:S:1:pos:R:3 method="wB97M-V/def2-TZVPD" relative_energy_kcal_mol=51.39 smiles=C#Cc1cn[nH]n1
C -0.9971 -1.7679 1.8692
C -0.5969 -0.9657 1.0674
C -0.0991 -0.0329 0.1070
C 0.9695 -0.1783 -0.8005
N 1.0834 0.9408 -1.5024
N 0.1160 1.6970 -1.0158
N -0.6241 1.1846 -0.0587
H -1.3594 -2.4764 2.5824
H 1.6300 -1.0190 -0.9576
H -0.0396 2.6340 -1.3517


no.,frontier orbital gap (Eh),calculated total energy (Eh)
1,0.293,-3116.2223
2,0.338,-280.3037
3,0.305,-2422.6085
4,0.231,-3668.1469
5,0.325,-389.7605
6,0.391,-318.4028